1.
41
Properties=species:S:1:pos:R:3 method="wB97M-V/def2-TZVPD" homo_ev=-9.0 relative_energy_kcal_mol=93.83 total_charge=0 smiles="NCCCC[C@H](N)C(=O)N[C@@H](CCC(N)=O)C(=O)O" spin_multiplicity=1
N -1.74 -2.15 3.36
C -2.24 -2.57 1.95
C -1.35 -3.62 1.25
C 0.19 -3.27 1.25
C 0.82 -2.33 0.19
C 1.68 -1.12 0.81
N 1.11 -0.32 1.87
C 2.11 -0.23 -0.39
O 2.85 -0.75 -1.16
N 1.66 1.11 -0.55
C 0.20 1.44 -0.41
C 0.25 2.96 -0.32
C 0.51 3.88 -1.48
C -0.45 3.66 -2.63
N 0.00 3.74 -3.94
O -1.66 3.29 -2.33
C -0.59 0.68 -1.52
O -0.03 -0.09 -2.29
O -1.84 0.84 -1.45
H -0.87 -1.62 3.18
H -1.60 -2.86 4.00
H -2.05 -1.74 1.25
H -3.26 -2.72 2.08
H -1.51 -4.64 1.67
H -1.86 -3.69 0.27
H 0.53 -2.91 2.26
H 0.76 -4.25 1.08
H 0.03 -1.87 -0.32
H 1.50 -2.69 -0.60
H 2.58 -1.69 1.16
H 0.25 -0.68 2.23
H 1.57 0.04 2.62
H 2.10 1.66 -1.21
H -0.24 0.96 0.60
H -0.74 3.25 -0.11
H 1.11 3.10 0.37
H 1.58 3.78 -1.94
H 0.48 4.94 -1.22
H -0.76 3.50 -4.50
H 0.90 3.29 -4.14
H -1.98 1.72 -0.97


2.
28
Properties=species:S:1:pos:R:3 method="wB97M-V/def2-TZVPD" homo_ev=-12.6 total_charge=+1 smiles="COCc1ccc2c[nH+]cc(S(=O)(=O)F)c2c1" spin_multiplicity=1
C -3.77 -0.45 1.61
O -3.60 -1.03 0.23
C -2.64 -2.16 0.27
C -1.08 -1.68 -0.09
C -0.02 -2.87 -0.47
C 1.54 -2.40 -0.78
C 1.97 -0.79 -0.70
C 3.54 -0.29 -0.97
N 3.92 1.17 -0.89
C 2.90 2.26 -0.58
C 1.28 1.95 -0.29
S 0.22 3.44 0.05
O 0.85 4.32 1.19
O 0.20 4.36 -1.23
F -1.40 3.16 0.49
C 0.84 0.38 -0.35
C -0.71 -0.05 -0.04
H -4.43 -1.11 2.31
H -2.65 -0.32 2.02
H -4.18 0.64 1.45
H -3.00 -3.04 -0.44
H -2.72 -2.61 1.37
H -0.38 -4.00 -0.51
H 2.37 -3.22 -1.06
H 4.35 -1.12 -1.22
H 4.92 1.46 -1.05
H 3.28 3.39 -0.52
H -1.61 0.64 0.21


3.
19
Properties=species:S:1:pos:R:3 method="wB97M-V/def2-TZVPD" homo_ev=-13.1 relative_energy_kcal_mol=80.09 total_charge=+1 spin_multiplicity=1
C 0.31 0.81 1.41
C 1.27 -1.77 -1.21
C 1.17 0.01 0.54
N -0.76 -0.76 -0.51
N 0.59 -0.76 -0.36
N -2.56 1.16 -0.11
S 3.12 -0.05 0.71
H 0.90 1.61 1.75
H -0.56 1.35 0.83
H -0.35 0.25 2.14
H 1.65 -2.54 -0.59
H 0.65 -2.16 -1.96
H 2.14 -1.36 -1.60
H -1.10 -1.30 -1.26
H -1.35 0.10 -0.30
H -2.16 2.01 -0.51
H -2.84 1.13 0.82
H -3.38 0.95 -0.69
H 3.28 1.32 0.88


4.
111
Properties=species:S:1:pos:R:3 method="wB97M-V/def2-TZVPD" homo_ev=-9.2 total_charge=+1 spin_multiplicity=1
Pd 0.20 -0.03 0.05
C -5.65 2.77 -2.75
C -4.68 1.99 -1.90
C -4.91 0.66 -1.56
C -4.01 -0.05 -0.81
C -2.83 0.53 -0.30
N -1.91 -0.23 0.41
C -2.36 -1.10 1.39
C -3.40 -0.73 2.27
C -3.84 -1.56 3.28
C -3.24 -2.80 3.51
C -3.70 -3.71 4.62
C -2.21 -3.16 2.67
C -1.79 -2.35 1.62
N -0.79 -2.86 0.74
C -0.67 -4.14 0.35
C 0.48 -4.26 -0.40
C 1.01 -2.97 -0.42
N 0.23 -2.14 0.26
C -2.62 1.86 -0.62
C -3.51 2.57 -1.43
N -1.51 2.58 -0.10
C -1.47 3.90 0.19
C -0.19 4.21 0.58
C 0.51 3.01 0.51
N -0.30 2.03 0.11
H -6.64 2.33 -2.70
H -5.34 2.77 -3.80
H -5.72 3.81 -2.43
H -5.82 0.17 -1.91
H -4.19 -1.10 -0.59
H -3.85 0.25 2.14
H -4.65 -1.23 3.93
H -4.71 -3.47 4.93
H -3.05 -3.62 5.50
H -3.68 -4.76 4.30
H -1.70 -4.11 2.83
H -1.41 -4.88 0.61
H 0.87 -5.14 -0.87
H 1.91 -2.61 -0.90
H -3.28 3.59 -1.70
H -2.35 4.51 0.13
H 0.18 5.18 0.89
H 1.55 2.81 0.71
O 3.25 0.84 -0.70
C 4.03 1.26 0.36
C 5.16 2.05 0.20
C 5.92 2.36 1.32
C 5.56 1.90 2.58
C 4.38 1.18 2.73
C 3.58 0.89 1.63
P 1.90 0.18 1.81
C 1.08 1.25 3.05
C 1.59 2.44 3.56
C 0.84 3.21 4.43
C -0.44 2.82 4.80
C -0.97 1.65 4.27
C -0.23 0.88 3.39
C 2.24 -1.37 2.70
C 1.71 -1.71 3.94
C 1.97 -2.96 4.49
C 2.75 -3.87 3.81
C 3.30 -3.54 2.58
C 3.04 -2.30 2.02
C 3.74 0.34 -1.88
C 5.08 0.11 -2.16
C 5.45 -0.31 -3.43
C 4.50 -0.51 -4.42
C 3.16 -0.36 -4.11
C 2.75 0.01 -2.83
P 1.00 0.02 -2.31
C 0.27 -1.49 -3.05
C 0.99 -2.56 -3.58
C 0.32 -3.69 -4.05
C -1.06 -3.76 -3.99
C -1.78 -2.70 -3.44
C -1.12 -1.59 -2.96
C 0.31 1.33 -3.39
C 0.36 2.65 -2.94
C -0.14 3.69 -3.72
C -0.67 3.42 -4.97
C -0.69 2.11 -5.44
C -0.21 1.07 -4.66
H 5.45 2.40 -0.78
H 6.81 2.97 1.20
H 6.18 2.11 3.44
H 4.07 0.85 3.72
H 2.58 2.78 3.27
H 1.25 4.14 4.82
H -1.01 3.41 5.50
H -1.97 1.34 4.54
H -0.66 -0.01 2.96
H 1.11 -0.99 4.49
H 1.55 -3.21 5.46
H 2.95 -4.85 4.25
H 3.93 -4.25 2.05
H 3.46 -2.04 1.06
H 5.83 0.25 -1.40
H 6.50 -0.47 -3.64
H 4.80 -0.79 -5.42
H 2.41 -0.56 -4.87
H 2.07 -2.52 -3.63
H 0.89 -4.51 -4.47
H -1.57 -4.63 -4.37
H -2.86 -2.75 -3.39
H -1.68 -0.77 -2.51
H 0.80 2.86 -1.97
H -0.10 4.70 -3.35
H -1.06 4.22 -5.58
H -1.09 1.90 -6.43
H -0.25 0.06 -5.04


Number 1: frontier orbital gap 9.58 eV, LUMO level 0.0210 Ha, DFT total energy -25912.424 eV. Number 2: frontier orbital gap 6.47 eV, LUMO level -0.2238 Ha, DFT total energy -32746.965 eV. Number 3: frontier orbital gap 9.55 eV, LUMO level -0.1315 Ha, DFT total energy -18602.766 eV. Number 4: frontier orbital gap 6.18 eV, LUMO level -0.1100 Ha, DFT total energy -90369.904 eV.